DFT (ωB97M-V/def2-TZVPD) results for C16H16GaNO13P2S2 as an isolated structure in a non-equilibrium geometry.

Cartesian coordinates (Å):
Ga  -0.428  0.170  0.390
C  2.016  -3.715  -5.696
C  1.122  -2.965  -4.742
C  0.165  -2.065  -5.198
C  -0.674  -1.418  -4.306
C  -0.570  -1.661  -2.945
C  0.397  -2.532  -2.473
C  1.238  -3.173  -3.372
S  -1.930  -1.022  -1.947
O  -3.010  -1.886  -2.397
O  -2.087  0.386  -2.206
N  -1.670  -1.197  -0.388
C  -1.564  -2.522  0.194
C  -0.260  -2.646  1.002
O  0.153  -3.754  1.323
O  0.282  -1.520  1.322
H  1.858  -3.386  -6.724
H  1.818  -4.788  -5.645
H  3.067  -3.561  -5.443
H  0.066  -1.884  -6.263
H  -1.423  -0.714  -4.648
H  0.527  -2.719  -1.418
H  1.988  -3.861  -2.997
H  -1.627  -3.308  -0.557
H  -2.379  -2.671  0.911
O  2.664  -0.352  2.171
P  2.266  1.106  1.667
O  2.925  2.169  2.433
O  0.737  1.147  1.564
O  2.817  1.176  0.124
P  2.244  0.347  -1.126
O  2.586  -1.190  -0.751
O  2.932  0.740  -2.364
O  0.717  0.428  -1.088
H  1.947  -0.985  1.923
H  3.365  -1.438  -1.267
O  -0.510  6.193  5.532
C  -1.206  5.059  5.817
O  -1.647  4.928  6.931
C  -1.386  4.096  4.713
C  -2.329  3.079  4.870
C  -2.586  2.190  3.849
C  -1.910  2.274  2.624
S  -2.332  1.138  1.352
C  -0.970  3.297  2.464
C  -0.698  4.170  3.496
H  -0.211  6.167  4.618
H  -2.850  3.008  5.817
H  -3.317  1.401  3.977
H  -0.427  3.378  1.536
H  0.104  4.886  3.342

Summary:
E = -137598.5334 eV
frontier orbital gap = 7.426 eV
F_max = 1.27 eV/A
ΔE to the lowest compared entry with this formula, charge and spin = 0.0000 eV
total charge = -2